## A
Below is C3H4S in the gas phase, with properties calculated with ωB97M-V with the def2-TZVPD basis set.

Geometry as XYZ:
```
8
Properties=species:S:1:pos:R:3:lowdin_charge:R:1
C 0.000 -1.295 0.433 -0.4906
C 1.103 -0.997 -0.224 -0.1153
C -1.540 0.673 -0.463 -0.3836
S -1.545 -0.879 0.091 0.8791
H 1.041 -0.735 -1.285 0.0648
H 2.007 -1.162 0.310 0.0351
H -0.711 1.152 -0.937 0.0025
H -2.182 1.509 -0.210 0.0080
```

Values from the calculation:
* molar mass: 72.13 g mol⁻¹
* multiplicity: 1
* HOMO (spin up / spin down): -8.37 / -8.31 eV
* Kohn-Sham gap (spin up / spin down): 7.92 / 7.73 eV
* total charge: 0



## B
Below is C3H4S in the gas phase, with properties calculated with ωB97M-V with the def2-TZVPD basis set.

Geometry as XYZ:
```
8
Properties=species:S:1:pos:R:3:lowdin_charge:R:1
C -0.719 -0.486 -0.840 0.0039
C -0.255 0.483 -0.096 -0.2884
C 0.845 0.333 0.789 -0.6279
S 1.578 -1.088 1.076 0.6997
H -0.092 -1.356 -0.854 0.0274
H -1.656 -0.252 -1.357 0.0812
H -0.971 1.289 -0.088 0.0951
H 1.270 1.078 1.370 0.0089
```

Values from the calculation:
* molar mass: 72.13 g mol⁻¹
* SMILES: C=CC=S
* multiplicity: 1
* HOMO: -8.78 eV
* Kohn-Sham gap: 7.94 eV
* total charge: 0



What should be chosen as the most stable of them? Choose B.



## A
Below is 2 unconnected molecules or ions with the total composition C6H6O2S, with properties calculated with ωB97M-V with the def2-TZVPD basis set.

Geometry as XYZ:
```
15
Properties=species:S:1:pos:R:3:lowdin_charge:R:1
C -0.077 -0.442 -1.314 -0.1641
C 0.269 -1.297 -2.306 -0.3793
C 2.084 -0.978 -0.680 -0.3368
C 0.891 -0.345 -0.294 -0.3212
C 0.584 0.435 0.877 -0.1809
C -1.836 1.102 1.212 -0.0095
O 1.222 0.622 1.844 0.1071
O -1.466 1.882 2.317 -0.0790
S 1.953 -1.765 -2.213 0.9975
H -1.084 0.070 -1.196 0.1268
H -0.199 -1.684 -3.152 0.0369
H 3.006 -0.887 -0.080 0.0924
H -2.061 0.176 1.501 0.0195
H -2.305 1.570 0.447 0.0318
H -0.982 1.540 3.038 0.0589
```

Values from the calculation:
* molar mass: 142.18 g mol⁻¹
* multiplicity: 1
* HOMO (spin up / spin down): -7.56 / -7.52 eV
* Kohn-Sham gap (spin up / spin down): 7.59 / 7.66 eV
* total charge: 0



## B
Below is C6H6O2S in the gas phase, with properties calculated with ωB97M-V with the def2-TZVPD basis set.

Geometry as XYZ:
```
15
Properties=species:S:1:pos:R:3:lowdin_charge:R:1
C 0.772 1.216 -0.018 -0.0164
C -0.593 1.244 -0.752 -0.0357
C 1.247 -0.003 0.414 -0.1334
C -1.189 0.121 -1.078 -0.0324
C 0.397 -1.173 0.271 -0.3856
C -0.739 -1.216 -0.670 -0.5235
O -1.181 -2.211 -1.116 0.1091
O -0.909 -0.157 2.482 -0.5539
S -0.312 -1.424 2.060 0.9483
H 1.091 2.186 0.283 0.0855
H -1.090 2.176 -0.810 0.0941
H 2.127 -0.194 1.066 0.1234
H -2.186 0.102 -1.714 0.1610
H 0.985 -2.149 0.105 0.1597
H -1.289 -2.052 1.327 -0.0002
```

Values from the calculation:
* molar mass: 142.18 g mol⁻¹
* multiplicity: 1
* HOMO: -9.20 eV
* Kohn-Sham gap: 8.65 eV
* total charge: 0



What should be chosen as the most stable of them? Choose B.



## A
Below is 2 unconnected molecules or ions with the total composition C9H18NO, with properties calculated with ωB97M-V with the def2-TZVPD basis set.

Geometry as XYZ:
```
29
Properties=species:S:1:pos:R:3:lowdin_charge:R:1
C -3.810 -0.848 1.948 -0.0490
C -3.025 -0.521 0.710 -0.0913
C 3.321 -1.415 -1.193 -0.1279
C 3.283 -0.844 0.168 -0.0089
C 2.168 -0.567 -1.880 -0.1353
C 2.093 -0.257 0.381 -0.3243
C 1.610 0.662 1.376 -0.0275
C -1.233 1.932 -0.910 -0.0323
C -1.953 0.272 0.538 -0.1030
N -1.371 0.491 -0.776 -0.0062
O 1.444 -0.003 -0.815 -0.1300
H -3.224 -0.309 2.768 0.1160
H -3.654 -1.900 2.084 0.0784
H -3.288 -1.033 -0.212 0.1137
H 4.273 -1.311 -1.739 0.1200
H 3.122 -2.510 -1.273 0.1240
H -4.865 -0.689 1.868 0.0809
H 3.987 -1.231 0.820 0.1020
H 2.719 0.261 -2.349 0.1308
H 1.535 -0.969 -2.601 0.0999
H 1.910 0.366 2.418 0.1157
H 0.499 0.794 1.527 0.0594
H 1.887 1.731 1.189 0.1163
H -0.684 2.178 0.033 0.1077
H -0.630 2.193 -1.800 0.1148
H -2.162 2.525 -1.107 0.1300
H -1.436 0.690 1.310 0.0733
H -2.094 0.205 -1.509 0.2093
H -0.424 0.108 -0.975 0.1434
```

Values from the calculation:
* molar mass: 156.25 g mol⁻¹
* multiplicity: 1
* HOMO: -11.65 eV
* Kohn-Sham gap: 8.84 eV
* total charge: +1



## B
Below is a gas-phase ion, C9H18NO (charge +1), with properties calculated with ωB97M-V with the def2-TZVPD basis set.

Geometry as XYZ:
```
29
Properties=species:S:1:pos:R:3:lowdin_charge:R:1
C -0.416 -0.079 -0.212 -0.0933
C -1.304 -1.143 -0.226 -0.1651
C -2.655 0.651 -0.671 -0.0439
C -1.091 -2.692 -0.007 0.0380
C 1.572 1.367 -0.372 -0.0321
C 1.445 -1.032 -1.178 -0.0290
C 1.476 -0.443 1.313 -0.0272
C -1.497 1.788 1.089 -0.0112
C 1.078 -0.010 -0.070 -0.5721
N -1.288 1.218 -0.230 -0.0456
O -2.640 -0.718 -0.160 -0.0066
H -3.523 1.219 -0.314 0.1516
H -2.667 0.802 -1.777 0.1587
H -0.268 -2.979 0.557 0.0429
H -0.790 -3.298 -0.963 0.1389
H -2.065 -2.905 0.374 0.0773
H 2.587 1.402 -0.343 0.0691
H 1.100 1.801 -1.298 0.1172
H 1.287 2.034 0.463 0.0879
H 2.487 -0.987 -1.634 0.1162
H 0.718 -0.953 -2.036 0.1056
H 1.322 -2.042 -0.717 0.0826
H 0.773 -1.197 1.789 0.1069
H 1.315 0.519 1.896 0.0947
H 2.441 -0.822 1.641 0.0963
H -2.283 1.282 1.644 0.1154
H -0.572 1.856 1.689 0.1040
H -1.869 2.839 0.965 0.1314
H -0.908 1.964 -0.866 0.1914
```

Values from the calculation:
* molar mass: 156.25 g mol⁻¹
* SMILES: CC1=C(C(C)(C)C)[N@H+](C)CO1
* multiplicity: 1
* HOMO: -13.01 eV
* Kohn-Sham gap: 9.97 eV
* total charge: +1



What should be chosen as the most stable of them? Choose B.



## A
Below is 2 unconnected molecules or ions with the total composition CH3O3S, with properties calculated with ωB97M-V with the def2-TZVPD basis set.

Geometry as XYZ:
```
8
Properties=species:S:1:pos:R:3:lowdin_charge:R:1
C -0.767 1.064 0.928 -0.5763
O 0.754 -1.561 -0.140 -0.6942
O 0.299 1.671 0.732 -0.0831
O -1.074 -0.080 0.480 -0.1070
S 0.855 -1.516 -1.831 0.5552
H -1.635 1.466 1.414 0.0843
H 0.045 -0.739 0.032 -0.0581
H 1.521 -0.305 -1.616 -0.1209
```

Values from the calculation:
* molar mass: 95.10 g mol⁻¹
* multiplicity: 1
* HOMO: -4.22 eV
* Kohn-Sham gap: 7.87 eV
* total charge: -1



## B
Below is a gas-phase ion, CH3O3S (charge -1), with properties calculated with ωB97M-V with the def2-TZVPD basis set.

Geometry as XYZ:
```
8
Properties=species:S:1:pos:R:3:lowdin_charge:R:1
C -0.480 -1.088 0.035 -0.4135
O -0.345 -0.047 -2.338 -0.4638
O -1.608 1.417 -0.791 -0.4758
O -0.178 -0.758 1.400 -0.1794
S -0.561 0.400 -0.960 0.5545
H 0.368 -1.407 -0.453 -0.0279
H 0.114 0.094 1.381 -0.0459
H 0.704 1.374 -0.441 0.0519
```

Values from the calculation:
* molar mass: 95.10 g mol⁻¹
* SMILES: O=[S@@H]([O-])=CO
* multiplicity: 1
* HOMO: -3.26 eV
* Kohn-Sham gap: 7.23 eV
* total charge: -1



What should be chosen as the most stable of them? Choose A.



## A
Below is C2H3N3OS in the gas phase, with properties calculated with ωB97M-V with the def2-TZVPD basis set.

Geometry as XYZ:
```
10
Properties=species:S:1:pos:R:3:lowdin_charge:R:1
C -0.434 1.163 1.182 -0.1699
C 0.672 0.009 -0.330 -0.5484
H -1.103 -2.515 -0.619 -0.1060
H -0.495 1.818 2.024 0.1301
H 2.463 0.062 -0.743 0.0841
N -0.683 -0.257 -0.342 -0.5139
N -1.381 0.515 0.620 0.0977
N 1.590 -0.423 -1.077 0.1380
O 0.798 1.001 0.616 0.0700
S -1.426 -1.373 -1.330 0.8182
```

Values from the calculation:
* molar mass: 117.13 g mol⁻¹
* SMILES: [H]/N=c1\ocnn1S
* multiplicity: 1
* HOMO: -9.07 eV
* Kohn-Sham gap: 9.80 eV
* total charge: 0



## B
Below is C2H3N3OS in the gas phase, with properties calculated with ωB97M-V with the def2-TZVPD basis set.

Geometry as XYZ:
```
10
Properties=species:S:1:pos:R:3:lowdin_charge:R:1
C -0.326 0.470 -0.052 -0.4133
C 0.671 -0.588 -0.035 -0.7995
H 1.015 2.011 0.084 0.0808
H -0.664 2.444 0.184 0.0913
H 0.106 -2.668 0.024 0.1952
N 0.033 1.795 -0.094 0.1381
N -1.543 0.037 -0.001 0.1339
N -0.150 -1.661 -0.060 0.0265
O -1.454 -1.336 -0.027 -0.0638
S 2.313 -0.503 -0.022 0.6107
```

Values from the calculation:
* molar mass: 117.13 g mol⁻¹
* SMILES: Nc1no[nH]c1=S
* multiplicity: 1
* HOMO: -8.59 eV
* Kohn-Sham gap: 8.70 eV
* total charge: 0



What should be chosen as the most stable of them? Choose A.



## A
Below is 2 unconnected molecules or ions with the total composition C5H9FO, with properties calculated with ωB97M-V with the def2-TZVPD basis set.

Geometry as XYZ:
```
16
Properties=species:S:1:pos:R:3:lowdin_charge:R:1
C 1.144 -1.577 -1.052 0.0031
C 0.895 -0.393 -0.481 -0.1550
C 1.793 0.625 0.132 -0.1002
C -1.375 0.583 1.273 -0.0221
C -1.154 -0.002 -0.080 -0.5307
O -1.573 0.757 -1.085 0.0476
F -1.658 -1.226 -0.314 0.0447
H 0.509 -2.326 -1.487 0.0523
H 2.167 -1.699 -1.181 0.0261
H 2.063 1.483 -0.619 0.1188
H 1.251 1.104 0.857 0.0085
H 2.790 0.241 0.384 0.0800
H -2.457 0.933 1.295 0.1071
H -0.776 1.374 1.644 0.0521
H -1.336 -0.075 2.222 0.1191
H -2.280 0.198 -1.510 0.1488
```

Values from the calculation:
* molar mass: 104.12 g mol⁻¹
* multiplicity: 1
* HOMO: -8.54 eV
* Kohn-Sham gap: 9.46 eV
* total charge: 0



## B
Below is 2 unconnected molecules or ions with the total composition C5H9FO, with properties calculated with ωB97M-V with the def2-TZVPD basis set.

Geometry as XYZ:
```
16
Properties=species:S:1:pos:R:3:lowdin_charge:R:1
C 1.199 0.113 0.290 -0.3638
C 0.158 0.802 -0.466 -0.0759
C 2.668 0.449 0.470 -0.0309
C -2.073 -1.050 -0.575 -0.0592
C -1.916 0.044 0.416 -0.1435
O 0.804 -0.357 -1.016 -0.0825
F -2.847 1.016 0.215 -0.0091
H 0.702 -0.401 1.129 0.1252
H 0.110 1.791 -1.073 0.1362
H 3.094 0.598 -0.503 0.0758
H 3.217 -0.346 1.038 0.0939
H 2.682 1.331 1.048 0.0575
H -2.228 -1.907 -0.060 0.0384
H -1.099 -0.991 -1.017 0.0439
H -2.905 -0.882 -1.275 0.1031
H -1.565 -0.210 1.379 0.0907
```

Values from the calculation:
* molar mass: 104.12 g mol⁻¹
* multiplicity: 1
* HOMO (spin up / spin down): -8.12 / -8.12 eV
* Kohn-Sham gap (spin up / spin down): 9.17 / 9.17 eV
* total charge: 0



## C
Below is C5H9FO in the gas phase, with properties calculated with ωB97M-V with the def2-TZVPD basis set.

Geometry as XYZ:
```
16
Properties=species:S:1:pos:R:3:lowdin_charge:R:1
C -1.673 -0.395 -1.011 -0.0600
C -0.478 -0.307 0.128 -0.4802
C -0.458 1.048 0.746 -0.1525
C 0.547 1.533 -0.358 -0.1057
C 0.968 0.082 -0.648 -0.2589
H -1.949 -1.505 -1.302 0.0781
H -1.353 0.162 -2.076 0.1221
H -2.693 -0.213 -0.389 0.1036
H -1.527 -1.954 1.053 0.1622
H -1.601 1.382 0.969 0.1532
H 0.009 0.849 1.757 0.1316
H 0.009 1.682 -1.491 0.1568
H 1.220 2.363 -0.165 0.0966
H 1.297 -0.248 -1.663 0.1481
O -0.578 -1.453 1.055 -0.0825
F 1.975 -0.296 0.192 -0.0125
```

Values from the calculation:
* molar mass: 104.12 g mol⁻¹
* SMILES: C[C@]1(O)CC[C@H]1F
* multiplicity: 1
* HOMO: -10.04 eV
* Kohn-Sham gap: 10.78 eV
* total charge: 0



What should be chosen as the most stable of them? Choose A.